Record 1
The following is a quantum chemistry calculation of a molecular structure, C24H48O24V at a distorted geometry, from the OMol25 dataset.

Results
Spin multiplicity: 4
HOMO-LUMO gap (spin up / spin down), eV: 8.627 / 11.624
LUMO level (spin up / spin down), eV: -3.72 / -3.72
Total charge: +2
⟨S²⟩: 3.75

Geometry (Å):
C  2.825  -1.141  -1.349
H  4.358  0.918  -0.251
H  -4.228  1.718  1.365
H  -3.987  0.522  0.135
H  -1.344  -1.098  -5.393
H  4.598  -1.095  4.312
H  5.370  -1.325  2.805
C  -4.435  0.680  1.113
H  5.794  0.033  -0.930
H  -5.512  0.546  1.116
C  4.423  -1.496  3.313
H  0.593  -3.126  4.173
O  -1.878  -1.942  -2.936
H  1.124  2.171  -4.509
H  -4.151  1.377  -2.049
H  0.683  -2.039  5.560
H  1.177  5.328  -1.043
O  -0.739  3.682  2.633
H  -2.727  0.847  -2.985
C  -1.116  -5.219  2.274
C  2.159  4.854  -1.064
C  0.707  -2.088  4.469
H  4.803  -0.762  0.232
C  4.767  -0.033  -0.581
C  0.906  1.917  -3.476
H  -2.819  -2.681  4.544
H  -3.093  5.465  -1.342
C  1.449  2.589  -1.288
C  -2.075  3.297  2.462
H  -0.736  -2.639  -4.995
C  0.227  2.849  2.266
H  -3.762  -1.345  -2.309
H  0.449  -3.289  -1.542
H  -1.416  5.990  -1.311
C  0.728  -4.227  -1.069
O  2.007  -1.648  4.089
O  -0.717  -3.858  2.076
H  4.043  -2.701  -3.251
H  4.212  -2.562  3.362
H  3.398  3.413  2.415
O  -0.025  -1.128  -3.748
H  -3.339  -3.010  -2.044
O  2.103  3.511  -0.602
H  2.576  -2.703  -4.229
C  -2.073  5.170  -1.581
H  3.360  -1.186  -3.879
H  0.367  -1.481  -5.741
H  2.738  2.057  3.214
H  2.820  5.402  -0.398
V  0.153  -0.057  0.372
O  1.363  3.405  2.492
H  -0.122  -1.453  4.164
H  2.638  2.122  1.423
O  -0.564  -0.643  -1.661
H  -4.269  -1.866  3.903
O  1.379  2.902  -2.568
O  -0.094  -2.315  0.620
C  -0.211  -3.468  0.922
C  -3.194  -1.775  4.078
H  1.800  -4.222  -0.865
O  -0.011  -4.510  0.115
H  0.586  -5.061  -1.754
O  -3.933  -0.205  2.120
C  -2.952  -1.995  -1.983
O  4.011  -0.664  -1.620
H  -2.580  3.968  1.764
H  -2.218  2.308  2.032
H  2.549  4.965  -2.075
H  -4.077  1.866  -3.680
O  0.053  1.788  1.692
C  2.583  2.696  2.342
H  -2.635  3.333  3.396
H  -0.280  -5.915  2.220
H  1.409  0.972  -3.268
O  1.033  1.571  -0.809
O  -2.711  2.824  -2.457
C  3.119  -2.162  -3.458
H  -1.783  -5.478  1.450
O  -2.399  -1.503  2.948
C  -3.435  1.659  -2.827
H  -3.155  -0.948  4.794
C  -2.678  -0.608  2.028
O  3.386  -0.833  2.593
H  -0.163  1.729  -3.372
O  -1.761  3.977  -0.823
H  -1.646  -5.291  3.217
C  -0.845  -1.170  -2.706
C  2.124  -0.979  2.942
O  2.372  -1.993  -2.254
C  -2.092  2.777  -1.255
C  -0.440  -1.588  -5.025
H  -2.616  -1.767  -0.974
H  -1.993  4.941  -2.639
O  2.191  -0.831  -0.371
O  -1.805  1.776  -0.666
O  -1.909  -0.267  1.171
O  1.228  -0.527  2.281

Record 2
The following is a quantum chemistry calculation of 3 unconnected molecules or ions with the total composition C18H28Cl2N5S at a distorted geometry, from the OMol25 dataset.

Results
HOMO-LUMO gap, eV: 6.421
LUMO level, eV: -3.49
Total charge: +1

Geometry (Å):
H  -1.689  1.623  -1.369
C  1.439  -1.477  2.268
N  1.166  -0.627  1.066
C  6.827  -2.253  -0.033
H  -4.883  6.603  -0.082
H  -0.649  -2.406  3.473
C  6.122  -2.108  1.131
N  -0.048  -3.203  3.294
H  0.106  1.192  1.219
C  6.678  -1.051  -0.776
H  -2.316  -2.172  -1.632
Cl  -3.194  0.908  -3.438
C  0.875  -2.912  2.178
N  -1.086  -0.453  1.894
C  -0.146  0.159  0.961
H  -0.681  -3.919  2.953
Cl  -3.173  0.329  -0.049
C  1.535  -1.230  -0.277
H  1.707  -3.614  2.259
H  -5.809  3.389  -2.833
H  2.182  -0.461  -0.706
H  -6.520  5.906  -2.131
H  -1.184  -0.308  -3.084
S  -1.424  1.206  4.115
H  7.107  -0.829  -1.739
H  0.350  -3.099  1.235
H  2.528  -1.589  2.300
H  5.980  -2.777  1.963
C  -4.061  4.603  -0.376
H  1.176  -0.993  3.210
C  -0.421  0.056  -0.566
H  -3.273  4.467  0.345
H  2.151  -2.128  -0.241
H  1.856  0.115  1.170
H  7.391  -3.124  -0.321
H  4.971  -0.484  1.845
C  -5.410  4.030  -2.065
H  -2.769  -2.005  -3.306
N  -4.387  3.609  -1.260
C  -2.081  -0.156  -2.488
H  5.536  0.788  -0.238
C  -1.337  0.295  2.838
H  -0.412  -2.203  -0.611
C  -1.766  0.561  -1.136
C  -2.813  -1.499  -2.335
H  -3.944  2.712  -1.313
C  -5.746  5.302  -1.687
H  0.315  0.742  -1.013
N  5.547  -0.863  1.118
H  -3.864  -1.379  -2.089
C  0.145  -1.339  -0.962
C  -4.890  5.667  -0.615
H  0.402  -1.392  -2.021
C  5.886  -0.211  -0.041

| no. | energy (Ha) |
| --- | --- |
| 1 | -3692.67853 |
| 2 | -2294.72101 |